This record from OMol25 describes a structure of composition C34H66F3O32Rb. The level of theory is the ωB97M-V functional and the def2-TZVPD basis.

XYZ file:
```
136
Properties=species:S:1:pos:R:3:forces:R:3
Rb 0.822 -4.114 -3.550 0.15 0.03 0.26
F -0.831 -0.904 1.898 -0.48 -0.50 -0.13
F 0.979 -2.061 1.915 0.10 0.13 -0.42
F -0.861 -3.086 1.681 -0.64 0.06 -0.62
O -1.571 -7.651 4.956 0.15 0.44 -1.32
O -3.235 -1.775 -3.995 -0.89 -0.68 -2.95
O 4.039 4.033 -3.046 -0.65 0.45 -0.07
O 2.062 -6.950 5.310 -0.22 0.23 0.10
O 1.482 3.899 3.967 2.48 -4.69 0.76
O -0.988 5.022 -1.363 -0.67 -0.08 -1.12
O -1.907 5.487 -3.520 1.67 -3.96 4.04
O 1.574 -5.715 3.409 0.04 -0.85 2.21
O -1.441 -8.201 2.646 -0.31 3.21 4.30
O 3.198 2.675 5.036 -2.50 -1.51 -3.30
O -1.731 -6.110 3.434 -0.14 2.29 -1.32
O 5.515 3.275 0.757 0.02 0.24 -0.54
O 1.589 -0.020 -5.944 0.87 -2.46 -0.37
O 3.613 2.891 -4.889 -2.09 0.60 -1.67
O 1.955 -1.677 -4.410 0.24 0.51 -1.70
O -3.688 2.943 0.821 0.46 3.82 0.68
O 7.290 4.186 1.525 0.11 -0.47 0.00
O -7.327 -2.345 -0.240 1.07 0.93 2.19
O 0.514 -0.346 -0.382 0.76 -2.51 2.48
O 0.513 -2.601 -1.057 -1.44 1.04 1.71
O -2.926 2.245 2.808 -0.09 1.57 0.37
O -5.493 -2.944 -1.497 -0.96 0.82 2.04
O -5.348 -1.977 0.616 -0.86 -1.05 -1.38
O 2.691 -1.863 -6.584 -0.77 1.72 0.64
O 6.273 2.546 2.821 0.03 2.79 -3.66
O -3.616 -0.102 -2.592 -0.55 -0.30 -1.05
O 2.075 1.712 3.311 0.81 1.09 2.30
O -5.154 -0.785 -4.121 -0.74 -0.16 -2.18
O 2.658 4.887 -4.714 1.27 -1.93 -0.65
O -3.095 4.536 2.258 -0.57 -2.55 -0.18
O 1.833 -4.823 5.428 -0.73 1.67 2.29
O -1.551 3.290 -2.534 0.70 4.00 -0.03
C 1.202 0.871 -4.926 0.30 2.51 -0.10
C -3.222 3.183 2.101 0.13 -0.95 -1.58
C -0.235 -1.970 1.355 1.62 0.85 -0.47
C -1.947 -5.103 4.430 -0.29 -0.03 0.81
C 2.148 2.818 4.123 -0.50 3.50 -0.92
C -1.195 6.301 -0.697 -0.59 0.44 -1.09
C 3.515 -2.994 -6.366 0.04 -1.24 0.18
C 3.469 3.944 -4.104 0.41 1.12 0.26
C -1.508 -8.972 5.445 0.09 -0.77 0.95
C -8.330 -2.332 -1.257 1.96 -1.22 -0.55
C 0.142 0.505 -1.416 -1.67 -0.08 -1.26
C -3.918 -2.025 0.633 -0.04 -0.08 0.53
C 3.674 3.823 5.640 0.34 1.20 2.01
C -2.049 2.629 -3.643 -0.99 -0.90 -0.92
C 8.371 4.437 2.459 -1.54 0.38 1.29
C -3.990 -0.807 -3.531 0.79 1.47 2.84
C -1.554 -7.371 3.615 0.23 -4.44 -1.71
C -6.020 -2.505 -0.471 0.76 0.57 -1.12
C 2.080 -1.212 -5.550 -0.04 -0.71 0.58
C 1.072 1.620 2.322 -0.39 0.75 -0.83
C -6.129 0.269 -3.828 0.94 -0.49 2.43
C 1.599 -3.494 4.921 0.85 0.03 -1.25
C 1.103 1.613 -1.651 1.23 0.95 -0.40
C 6.328 3.286 1.783 1.24 -2.33 4.05
C 4.343 2.496 0.761 -1.47 -0.07 0.45
C -2.485 5.051 3.459 -0.33 0.16 -0.30
C -1.525 4.693 -2.598 -0.64 2.14 -0.46
C 1.762 -5.834 4.631 0.52 -0.29 -3.46
C 2.145 5.905 -3.881 -0.06 -0.81 2.23
C -0.123 -1.662 -0.220 1.81 1.62 -1.34
C -4.017 1.683 0.415 -0.43 -2.32 0.60
C -1.894 -2.023 -3.679 -0.75 -0.21 1.49
C 4.608 1.940 -4.678 0.94 -0.28 -0.01
C 2.276 -8.114 4.519 -0.16 -0.37 -1.01
H -9.248 -1.840 -0.936 0.42 -0.12 0.28
H 1.274 1.845 -5.411 0.23 0.08 -0.24
H -6.280 0.015 -2.778 -0.30 1.07 0.38
H -3.493 -3.026 0.709 -0.41 -0.28 -0.22
H 4.203 1.849 1.627 0.77 -0.29 -0.12
H -5.696 1.261 -3.956 0.02 -0.20 0.00
H 1.956 0.959 -4.144 -0.47 -0.64 0.21
H -0.840 0.920 -1.188 -0.29 0.11 -0.05
H 2.210 -9.033 5.102 -0.17 0.47 0.45
H -2.562 3.224 -4.399 -0.14 0.54 0.46
H 0.880 2.286 -2.478 -1.12 -0.15 -0.05
H -7.136 0.215 -4.243 0.69 -0.80 -1.03
H 0.155 0.922 -4.626 0.12 -1.35 0.27
H 4.226 1.983 -0.194 0.42 -0.12 0.15
H 8.892 3.580 2.885 0.39 -0.35 -1.27
H -1.889 -8.924 6.465 -0.45 0.13 -0.14
H 1.647 -2.721 5.688 -0.05 -0.73 0.43
H -1.061 -4.881 5.025 0.08 -0.53 0.02
H -1.250 2.158 -4.216 0.06 -0.35 0.32
H 1.885 6.858 -4.342 0.35 -0.51 -0.51
H -1.645 4.441 3.795 0.21 0.26 -0.35
H -2.746 1.944 -3.160 0.06 -0.55 -0.84
H 3.684 -3.498 -7.317 -0.11 0.57 -0.22
H 3.482 3.158 0.845 0.04 0.42 -0.20
H -3.181 5.135 4.294 -0.30 -0.18 -0.21
H -4.881 1.344 0.987 0.11 -0.44 0.30
H -1.133 -1.511 -0.599 -0.59 -0.60 -0.19
H -2.788 -5.364 5.073 0.22 -0.28 0.12
H 2.848 6.002 -3.053 0.13 0.71 -0.11
H -0.492 -9.322 5.629 0.26 0.13 -0.73
H 8.915 5.282 2.037 0.34 -0.67 -0.09
H 3.264 -8.103 4.059 0.05 0.24 0.05
H 4.514 1.442 -3.713 0.29 0.29 0.17
H -0.742 7.133 -1.236 0.49 -0.26 -0.06
H 7.936 4.785 3.396 -0.39 0.50 -0.04
H -2.081 -9.704 4.877 0.11 0.28 -0.23
H 0.886 2.593 1.866 -0.14 0.22 0.27
H 0.044 -0.088 -2.325 -0.01 -0.04 -0.32
H 3.026 -3.769 -5.775 -0.20 0.19 0.36
H 1.535 -8.144 3.721 0.01 -0.11 -0.01
H 1.287 5.443 -3.395 -0.55 0.51 -0.09
H -3.462 -1.511 -0.213 -0.24 0.19 -0.08
H -3.161 1.026 0.567 -0.11 -0.37 0.10
H -2.049 -2.519 -2.721 1.15 -0.18 0.44
H 2.418 -3.309 4.226 -0.02 0.22 -0.07
H 0.691 -3.370 4.331 -0.17 -0.49 0.27
H 4.522 1.184 -5.458 -0.33 0.12 -0.08
H -8.397 -3.409 -1.410 -1.06 0.22 -0.95
H 1.465 1.012 1.507 0.04 -0.34 0.38
H -3.691 -1.537 1.582 0.22 0.24 -0.24
H -1.237 -1.158 -3.592 -0.28 0.14 -0.10
H 4.240 4.550 5.059 -0.30 -0.34 -0.75
H -4.338 1.562 -0.620 0.39 0.98 -0.19
H 2.869 4.338 6.164 -0.01 0.16 -0.08
H 2.066 1.283 -2.041 0.40 -0.44 0.88
H 1.198 2.308 -0.816 0.25 -0.34 0.23
H -2.273 6.052 3.085 0.67 -0.04 0.69
H -7.813 -1.832 -2.076 -0.79 -0.11 -0.56
H 4.492 -2.801 -5.924 -0.21 0.54 0.10
H -0.824 6.246 0.327 0.15 -0.41 -0.34
H -1.515 -2.743 -4.405 -0.23 0.22 -0.22
H -2.226 -4.145 3.990 0.09 -0.40 -0.80
H -2.248 6.582 -0.675 -0.18 -0.50 0.08
H 0.133 1.217 2.701 0.18 0.00 0.14
H 4.369 3.453 6.394 -0.03 0.02 0.04
H 5.560 2.441 -4.856 0.27 -0.29 0.59
```
Positions in Å, forces in eV/Å.

HOMO energy (spin up / spin down) in eV: -11.8 / -11.8
Spin multiplicity: 2
Charge: +1
Energy above the lowest of the compared OMol25 structures with the same formula, charge and spin in kcal/mol: 35.3
Electronic energy in Ha: -4066.06615